31
Properties=species:S:1:pos:R:3:forces:R:3 method="wB97M-V/def2-TZVPD" e_tot_ev=-17731.4773 de_lowest_kj_mol=62.5 e_lumo_ev=0.71 homo_energy_ha=-0.2983
H 1.800010 1.821391 -4.301855 0.04 -0.03 -0.04
C 0.559754 -0.437612 -1.349916 -1.22 0.54 -0.34
H -1.011580 0.061837 3.758525 -0.59 0.51 0.21
C 0.176426 1.293339 -2.970262 0.13 0.04 -0.53
C 0.082585 -1.746499 3.831638 -1.01 -0.63 1.05
N -0.868737 2.009697 -3.474316 -0.33 0.63 0.40
H 0.302005 -0.618886 1.401583 -0.16 -0.09 0.31
C -2.535593 0.501009 -0.523995 0.21 0.98 -0.77
H -0.831989 2.600921 -4.283176 0.02 0.13 0.10
H -0.486183 -0.338854 5.453609 -0.42 -0.15 -0.10
H 3.381408 0.344792 -3.086118 -0.04 -0.18 0.02
N 1.022441 -1.288841 1.615446 0.23 0.59 -0.37
H -2.391924 -0.571164 -0.425462 -0.34 -0.03 0.60
H -2.788862 2.541011 -2.690982 -0.23 -0.27 -0.23
H -2.292671 1.102137 0.357863 0.38 -0.59 0.24
H -3.575078 0.781250 -0.698340 -0.10 -0.50 -0.24
H 0.057873 -1.249461 -0.832170 0.61 0.09 0.57
C 2.338937 0.371157 -2.792910 0.01 0.61 0.03
C 1.873712 -0.440357 -1.741939 0.15 -0.87 -0.41
C -1.953180 1.863909 -2.623407 0.10 0.34 -0.59
C 1.235381 -1.786103 2.862395 -0.14 -1.21 0.33
H 2.521530 -1.232584 -1.392283 0.14 0.02 0.15
H 0.622387 0.307842 4.288748 -0.03 -0.08 0.04
O 2.261023 -2.377018 3.147667 0.14 0.38 -0.11
H 0.220234 -2.502475 4.613462 0.95 0.52 0.12
H -0.827822 -2.207755 3.438335 -0.03 0.47 -0.85
C -1.670860 0.939046 -1.682955 -0.13 -0.19 1.02
C -0.297489 0.559073 -1.871727 0.48 -0.44 -0.59
C 1.480833 1.221186 -3.461017 0.10 -0.32 0.45
C -0.248039 -0.349386 4.394224 1.08 -0.16 -0.55
H 1.843463 -1.172604 1.039348 0.02 -0.14 0.06

***

36
Properties=species:S:1:pos:R:3:forces:R:3 method="wB97M-V/def2-TZVPD" e_tot_ev=-51661.6386 de_lowest_kj_mol=26.3 e_lumo_ev=0.27 homo_energy_ha=-0.4030
Cl 1.264710 5.574024 -0.619736 -0.22 0.02 -0.09
F 6.092061 1.565187 -1.227053 -0.31 0.63 -0.04
C -0.564373 -3.543397 -0.278503 -0.05 0.12 -0.13
B 0.148747 1.941082 -0.585783 -0.78 -0.12 -0.59
H 0.227236 -3.544282 -1.029990 0.02 -0.05 0.02
O -2.002390 -0.312520 -0.098550 0.21 -0.14 -0.34
O -0.201480 3.279357 -0.754108 0.46 -0.15 0.89
C -4.351636 -0.091683 2.347375 -0.05 0.00 0.10
H -2.498782 -4.510381 -0.018876 0.01 0.02 0.03
F 6.164272 3.655612 -1.895776 -0.37 -0.56 0.29
C 5.365950 2.707166 -1.388497 0.23 -0.02 -0.23
O -3.893133 -0.589602 1.082565 -0.06 -0.02 0.08
H -1.622916 -5.041196 -1.468787 0.08 -0.14 0.03
C -1.512095 -4.712725 -0.439336 -0.05 0.01 -0.03
H 3.462216 0.646682 -2.340776 0.24 -0.24 -0.18
B 0.846416 3.992948 -1.268006 -0.28 0.91 -0.67
C -3.642736 1.244791 2.437928 -0.08 0.05 0.06
O -2.464302 1.011941 1.655396 -0.05 0.06 0.05
H -5.434367 -0.009233 2.350003 -0.01 -0.04 -0.16
C 3.358411 1.570027 -1.783055 -0.54 0.14 -0.39
H -3.373068 1.524719 3.451799 0.16 -0.02 -0.03
B 1.901382 2.134269 -1.942745 -0.34 0.07 -1.20
H -1.065070 -2.580059 -0.287030 0.05 0.07 0.16
O 4.322240 2.537026 -2.216270 0.50 0.06 0.21
C -2.717416 0.006008 0.793336 -0.19 0.09 0.24
H -4.040143 -0.784986 3.129742 0.04 0.01 -0.01
O 0.444229 -5.681093 2.164817 0.20 -0.21 0.33
O 0.793203 1.356717 -1.667911 0.79 -0.42 1.05
O -0.876355 -5.729606 0.344527 -0.06 0.04 -0.08
O 1.651010 3.463621 -2.253687 0.62 -0.14 0.88
H 0.028820 1.387793 0.448045 -0.22 -0.04 0.00
H 3.489404 1.312813 -0.738462 0.10 -0.06 0.35
O 0.017565 -3.800935 1.006199 -0.05 0.02 -0.08
F 4.977575 3.092744 -0.151783 0.19 -0.10 -0.25
H -4.212520 2.054013 1.979449 0.00 -0.02 -0.03
C -0.082663 -5.126859 1.263534 -0.16 0.18 -0.26

***

74
Properties=species:S:1:pos:R:3:forces:R:3 method="wB97M-V/def2-TZVPD" e_tot_ev=-199299.0325 e_lumo_ev=-0.73 homo_energy_ha=-0.3287
C -2.011528 2.083424 1.925039 0.25 -2.96 -1.62
N -3.908932 -7.360217 5.270874 0.37 -0.19 -0.25
C 0.964016 1.012140 -1.862593 -0.05 -0.39 -0.49
F 1.690632 3.328462 -2.398591 0.09 -1.82 -0.33
O -7.378911 -2.613072 4.454262 -0.09 0.06 -0.08
H 0.964640 0.015929 -2.395556 0.20 0.98 0.68
C 1.844180 1.968707 -2.749203 0.13 0.24 0.47
C -1.561171 -0.210812 0.052089 0.10 1.26 0.22
C 1.871267 7.749156 2.417476 -0.01 -0.06 -0.15
N -6.764157 -1.790015 2.430958 -0.41 0.25 -0.41
H 1.185310 9.439276 3.443090 0.02 -0.05 -0.03
H -3.111767 -7.227742 4.673637 -0.09 -0.02 0.07
H -1.189335 4.062924 -0.846163 0.13 -0.06 1.03
C 3.410622 1.661618 -2.646359 1.60 -0.05 -0.62
C -1.173692 1.192293 -0.334475 -0.40 1.43 0.95
C 4.578267 -1.263053 -7.437877 0.07 -0.02 0.04
H 3.934170 -2.189323 -2.330821 0.08 0.00 -0.02
H -1.130178 0.937342 -2.551971 0.58 0.54 0.97
N 1.186984 8.913202 2.589392 -0.27 0.35 -0.14
H 1.422719 0.846587 -0.851684 -0.31 0.48 -0.94
H -4.489596 -2.618262 3.127675 0.02 0.12 0.05
Br 1.323990 1.764652 -4.662664 -0.39 0.65 0.93
N 4.600690 -2.643262 -2.926312 -0.07 -0.04 -0.31
H -4.170517 -8.291608 5.534430 -0.02 0.07 0.00
N -5.216690 -2.778327 3.802075 0.13 -0.04 0.29
H 2.597867 7.827349 4.378909 -0.02 -0.01 -0.06
H -2.174919 2.909268 2.654456 0.17 -0.78 -0.92
H -7.710902 -1.501059 2.258973 0.11 -0.03 0.02
N -1.313408 -1.215069 -0.871819 -1.10 -1.27 2.49
C -2.185534 -0.453824 1.361353 -0.02 2.28 0.65
O -4.235303 -5.119885 5.340295 0.15 -0.01 0.01
C 0.473450 4.045082 0.710390 -0.17 -0.03 -0.35
H 6.190703 -0.380325 -8.434559 -0.05 -0.02 0.03
N 2.572895 7.331781 3.507477 0.27 -0.30 0.24
H 4.036039 -0.547040 -9.326833 0.02 -0.03 0.06
C -1.390643 2.317493 0.552719 -0.93 -1.79 0.56
C -2.391462 0.736409 2.262533 0.58 1.15 -0.81
Br 4.061416 0.352270 -4.005099 -0.21 0.54 0.82
H -2.876964 0.552384 3.259919 0.59 0.04 -1.20
H 4.849549 -3.338591 -0.512095 0.03 0.00 -0.07
H -6.159975 -5.671246 6.798811 0.02 -0.08 -0.08
F 3.790299 1.129234 -1.426230 -0.84 1.13 -1.20
H -0.607484 2.574549 -2.006749 0.01 -1.22 0.49
C 5.531139 -3.530712 -2.484069 -0.01 0.00 -0.26
H 6.503682 -1.016953 -6.855607 -0.05 -0.01 -0.09
H 3.091162 6.475335 3.418063 -0.05 0.10 0.01
H -1.501683 -3.324185 -1.062129 -0.24 1.00 0.70
H 6.172514 -4.421828 -0.776679 -0.07 0.08 -0.05
F -1.905710 4.622452 1.007983 0.85 -0.60 -0.85
H 0.552326 5.003660 1.283643 -0.07 -0.77 -0.64
N 5.499345 -3.771126 -1.141413 0.16 -0.24 0.48
N 5.860352 -0.844219 -7.609165 0.40 0.06 0.19
O 4.201221 -1.826140 -6.422165 -0.05 0.06 0.19
H 0.656928 9.252802 1.805829 0.06 -0.05 0.09
H 1.156869 4.095979 -0.183061 -0.69 0.02 0.95
H 0.816301 3.189252 1.358895 -0.42 0.92 -0.59
O 6.333028 -4.070497 -3.227603 0.03 0.00 0.11
C -0.544730 1.477300 -1.750423 -0.23 -0.19 -0.07
H 4.592846 -2.440245 -3.913704 -0.07 -0.07 0.05
H -5.939458 -7.388058 6.768285 0.03 0.04 -0.05
F 4.168227 2.806572 -2.876338 -1.46 -1.49 0.75
C -4.573761 -6.243160 5.675515 -0.12 0.08 0.05
N 3.747273 -1.007518 -8.484152 -0.44 -0.03 -0.17
H -6.065696 -1.612474 1.733266 0.03 -0.02 0.10
C -1.686213 -2.434530 -0.405624 -0.25 0.87 0.75
C -2.325991 -2.650549 0.917733 0.05 0.20 -0.19
N -5.643751 -6.474076 6.480988 -0.30 0.17 0.27
H 2.791129 -1.303619 -8.392678 0.11 0.03 -0.01
C -6.508314 -2.409083 3.620372 0.23 -0.15 0.24
O 1.856961 7.127711 1.368353 -0.01 0.00 0.06
C -1.017744 3.808368 0.228330 0.40 -1.00 0.95
H -4.987239 -3.239680 4.669940 0.04 -0.17 -0.22
H -2.614665 -3.703639 1.183183 0.32 1.18 -0.27
N -2.612988 -1.685937 1.835254 1.57 -0.31 -3.46

***

12
Properties=species:S:1:pos:R:3:forces:R:3 method="wB97M-V/def2-TZVPD" charge=-2 e_tot_ev=-21571.4585 de_lowest_kj_mol=134.7 e_lumo_ev=6.97 homo_energy_ha=-0.0255
P 2.587577 -0.103201 -0.250504 0.41 1.46 1.52
C -1.038384 -1.554953 -0.405754 -0.93 -1.16 0.66
H -0.067786 0.213931 -1.535502 -0.77 -0.36 0.33
O 2.686859 0.533018 1.791233 -1.25 -0.42 -3.07
O 3.764266 -1.010296 -0.330102 -0.08 0.45 -0.24
N 0.837522 -2.066340 0.608903 -1.17 0.07 0.39
O 2.375058 1.134456 -1.113867 0.54 -1.25 1.08
C -0.138130 -0.598006 -0.802883 0.80 1.14 -0.85
H 1.710891 0.649583 1.725865 0.85 0.01 0.59
N -0.486299 -2.426580 0.485191 1.42 0.72 -0.75
C 1.028699 -0.943942 -0.123661 0.09 -1.11 0.51
H -2.073135 -1.774598 -0.667312 0.08 0.45 -0.19

***

18
Properties=species:S:1:pos:R:3:forces:R:3 method="wB97M-V/def2-TZVPD" charge=+1 e_tot_ev=-12287.4000 de_lowest_kj_mol=433.0 e_lumo_ev="-3.26 / -7.52" spin_multiplicity=3 s2=2.01 homo_energy_ha="-0.3485 / -0.5280"
N 2.256386 -0.258425 0.124984 2.65 3.23 1.06
H 2.434870 1.763705 0.938941 -0.22 -0.24 -0.12
C 1.167304 -0.932839 -0.212857 2.33 -7.10 -1.73
H -1.659766 1.501562 0.729682 -0.56 -0.84 -0.44
N 3.515529 -0.768580 -0.013510 0.52 0.39 1.27
H -2.241055 -1.508644 1.370402 -0.34 -0.18 1.36
H -2.736044 0.305095 1.601737 0.28 1.24 -1.25
N 0.503637 0.955494 0.488194 -3.00 0.37 -0.41
H 1.284773 -1.783084 -0.841558 -0.28 -0.25 -0.73
C -1.972755 -0.464709 -0.091485 2.28 0.41 -4.29
C -2.431722 0.704139 0.554751 -0.67 1.43 4.07
C 1.805958 0.952835 0.573423 2.12 -1.66 -0.35
H 3.474955 -1.710902 0.324463 0.32 -0.55 0.46
O -2.082134 -1.612667 0.443116 -0.16 -1.37 -1.09
H -1.853226 -0.385219 -1.238786 -0.51 -0.88 2.00
H 3.809899 -0.801417 -0.958803 0.16 0.19 -1.23
N 0.069216 -0.217733 -0.039175 -4.95 6.03 1.79
H -3.317168 1.172558 0.129002 0.06 -0.21 -0.38

***

13
Properties=species:S:1:pos:R:3:forces:R:3 method="wB97M-V/def2-TZVPD" e_tot_ev=-7793.2590 de_lowest_kj_mol=616.1 e_lumo_ev=1.02 homo_energy_ha=-0.3142
C 0.243901 0.902507 0.097648 0.22 -3.62 -0.48
H -0.421165 -0.431603 -1.599860 -0.17 -0.09 -1.96
H -2.318807 0.551925 0.847643 -0.39 0.02 -0.72
C 1.223139 -0.187628 0.051425 -2.97 -2.50 -0.75
C -0.415448 -0.399011 -0.565043 4.63 3.14 1.60
H -0.213043 0.907703 1.042716 -0.32 1.10 1.40
H 0.525566 1.738767 -0.444103 -0.15 1.88 -0.73
N -2.555572 -0.280969 0.311618 -0.58 -0.23 0.83
H 3.092768 -1.125392 0.554397 0.84 0.11 0.18
H 1.728594 -2.061885 -0.468902 1.35 0.84 1.26
H -3.143026 -0.200584 -0.522821 0.86 0.35 0.22
C 2.136505 -1.162908 0.101944 -2.85 0.03 -1.54
O -1.380928 -1.026793 0.123855 -0.46 -1.03 0.70